C18H34BBr2Ca2F5Li2N5O5S as an isolated structure, computed with ωB97M-V/def2-TZVPD.

**DFT total energy**: -239352.0027 eV
**Lowest unoccupied orbital energy**: -5.66 eV
**Net charge**: +1
**Largest force on an atom**: 13.576 eV/Å

Atoms and positions in Å:
C (8.10, -1.07, -1.55)
C (7.12, -1.97, -0.78)
N (5.88, -1.28, -0.26)
C (4.82, -2.40, -0.13)
N (5.39, -3.56, 0.56)
C (5.28, -0.27, -1.18)
C (3.96, 0.38, -0.66)
C (2.63, -0.19, -1.28)
C (1.55, -0.63, -0.21)
C (0.30, 0.30, -0.44)
C (-0.84, -0.33, -1.24)
C (-2.26, -0.30, -0.47)
S (-3.13, -1.87, -0.94)
C (-4.87, -1.74, -0.74)
N (-5.52, -2.75, -0.02)
N (-6.83, -2.47, -0.04)
C (-6.99, -1.32, -0.75)
O (-5.77, -0.78, -1.24)
N (6.02, -0.81, 1.10)
C (6.68, 0.22, 1.18)
O (7.14, 1.18, 1.19)
H (8.55, -0.28, -0.92)
H (8.94, -1.69, -1.91)
H (7.66, -0.63, -2.46)
H (6.88, -2.83, -1.43)
H (7.65, -2.35, 0.11)
H (3.99, -2.07, 0.51)
H (4.50, -2.72, -1.13)
H (4.62, -3.94, 1.10)
H (5.68, -4.26, -0.11)
H (5.95, 0.55, -1.48)
H (5.01, -0.82, -2.10)
H (3.98, 1.47, -0.98)
H (3.87, 0.38, 0.44)
H (2.13, 0.62, -1.86)
H (2.85, -0.99, -2.00)
H (1.88, -0.55, 0.84)
H (1.27, -1.69, -0.38)
H (0.62, 1.26, -0.90)
H (-0.08, 0.56, 0.57)
H (-0.63, -1.40, -1.49)
H (-0.89, 0.21, -2.25)
H (-2.76, 0.63, -0.80)
H (-2.06, -0.29, 0.62)
H (-7.91, -0.78, -1.01)
C (-2.82, 1.30, 3.11)
C (-1.61, 2.15, 2.71)
C (-2.04, 3.38, 1.93)
O (-0.81, 1.41, 1.85)
H (-3.39, 0.96, 2.23)
H (-2.47, 0.43, 3.68)
H (-3.50, 1.87, 3.75)
H (-1.20, 2.51, 3.65)
H (-2.56, 3.13, 0.99)
H (-1.12, 3.89, 1.71)
H (-2.70, 4.04, 2.49)
C (-9.04, -4.48, 0.55)
C (-10.46, -4.97, 0.85)
O (-10.95, -4.58, 1.93)
O (-10.97, -5.70, -0.02)
H (-8.66, -3.84, 1.35)
H (-8.37, -5.33, 0.44)
H (-9.04, -3.91, -0.38)
Li (-0.18, 3.18, 0.34)
Li (2.87, 2.50, -0.84)
B (0.06, 7.26, -1.21)
F (0.02, 7.72, 0.21)
F (-0.15, 5.86, -1.24)
F (-0.94, 7.91, -1.91)
F (1.31, 7.56, -1.73)
F (-3.17, 1.64, 4.62)
Ca (-2.54, -0.81, -3.46)
Br (-0.15, 1.97, -3.48)
Ca (-5.24, -0.24, 1.41)
Br (-0.40, 6.20, 1.57)